i:
Here is a molecular structure, C2H3I3O2 from the OMol25 dataset. Energies are from ωB97M-V/def2-TZVPD.

Structure (XYZ):
```
10
Properties=species:S:1:pos:R:3
C -0.93 0.15 0.81
C 0.21 0.71 0.42
O -0.62 -1.20 -1.23
O 1.25 0.87 1.28
I -1.06 -1.52 1.92
I 0.04 2.20 -1.21
I 1.30 -1.05 -0.86
H -1.69 0.31 0.14
H -0.53 -1.58 -2.11
H 2.04 1.10 0.84
```

Calculated values
LUMO energy ... -0.9372 eV
Gap between HOMO and LUMO ... 0.2741 hartree
E_HOMO ... -0.3085 Eh

---

ii:
Here is 2 unconnected molecules or ions with the total composition C2H3I3O2 from the OMol25 dataset. Energies are from ωB97M-V/def2-TZVPD.

Structure (XYZ):
```
10
Properties=species:S:1:pos:R:3
C -0.77 -1.06 -0.28
C -0.46 2.76 1.59
O 0.08 3.43 2.38
O -0.06 1.66 1.05
I 1.41 -0.78 -0.52
I -1.02 -3.18 0.08
I -2.39 3.36 0.93
H -0.97 -0.83 -1.25
H 1.62 -0.99 1.21
H -0.79 1.05 0.48
```

Calculated values
LUMO energy ... -1.2626 eV
Gap between HOMO and LUMO ... 0.2713 hartree
E_HOMO ... -0.3177 Eh

---

Name the least stable of them. ii.

---

i:
Here is a molecular structure, C12H15ClCuN3 from the OMol25 dataset. Energies are from ωB97M-V/def2-TZVPD.

Structure (XYZ):
```
32
Properties=species:S:1:pos:R:3
Cu 1.11 2.56 -7.81
Cl -0.51 0.51 -4.43
N 3.30 -4.22 -3.34
C 4.22 -5.26 -3.68
C 3.99 -6.36 -2.92
C 2.75 -6.19 -2.38
C 2.32 -4.88 -2.63
H 3.19 -3.24 -3.59
H 5.06 -5.04 -4.32
H 4.60 -7.24 -2.80
H 2.14 -6.83 -1.77
H 1.41 -4.38 -2.36
N 0.10 -0.52 2.87
C 0.85 -1.43 3.63
C 0.52 -1.18 5.01
C -0.23 -0.03 5.01
C -0.69 0.20 3.68
H 0.19 -0.44 1.87
H 1.45 -2.20 3.18
H 0.90 -1.62 5.92
H -0.73 0.58 5.75
H -1.37 0.93 3.27
N -3.31 4.86 -0.62
C -4.46 5.12 -0.01
C -4.28 6.12 0.94
C -2.95 6.35 0.91
C -2.33 5.57 0.03
H -3.06 4.22 -1.36
H -5.30 4.63 -0.48
H -5.05 6.71 1.40
H -2.50 7.14 1.49
H -1.36 5.54 -0.44
```

Calculated values
LUMO energy (alpha / beta) ... -5.4807 / -7.4170 eV
Gap between HOMO and LUMO (alpha / beta) ... 0.1423 / 0.0711 hartree
Multiplicity ... 2
Charge ... +1
E_HOMO (alpha / beta) ... -0.3437 / -0.3437 Eh

---

ii:
Here is a molecular structure, C12H15ClCuN3 from the OMol25 dataset. Energies are from ωB97M-V/def2-TZVPD.

Structure (XYZ):
```
32
Properties=species:S:1:pos:R:3
Cu -6.25 4.78 -33.85
Cl -5.28 4.42 -37.09
N -9.83 1.68 -38.47
C -10.91 1.81 -39.33
C -11.52 0.63 -39.37
C -11.02 -0.28 -38.43
C -10.04 0.49 -37.80
H -9.10 2.37 -38.46
H -11.11 2.74 -39.83
H -12.39 0.52 -40.00
H -11.43 -1.24 -38.17
H -9.55 0.22 -36.88
N -1.03 6.37 -38.57
C 0.04 5.64 -38.96
C 1.06 6.48 -39.13
C 0.54 7.74 -38.76
C -0.77 7.68 -38.43
H -1.90 5.98 -38.21
H -0.10 4.57 -39.06
H 2.06 6.23 -39.45
H 1.13 8.63 -38.89
H -1.54 8.42 -38.26
N -5.01 -0.20 -41.92
C -5.33 -0.16 -40.61
C -5.48 -1.53 -40.29
C -5.18 -2.38 -41.31
C -4.83 -1.52 -42.32
H -4.95 0.54 -42.61
H -5.54 0.72 -40.02
H -5.76 -1.90 -39.31
H -5.27 -3.45 -41.39
H -4.71 -1.82 -43.35
```

Calculated values
LUMO energy (alpha / beta) ... -5.0547 / -7.5289 eV
Gap between HOMO and LUMO (alpha / beta) ... 0.1647 / 0.0738 hartree
Multiplicity ... 2
Charge ... +1
E_HOMO (alpha / beta) ... -0.3505 / -0.3505 Eh

---

Name the least stable of them. i.

---

i:
Here is 2 unconnected molecules or ions with the total composition C5H6N3O from the OMol25 dataset. Energies are from ωB97M-V/def2-TZVPD.

Structure (XYZ):
```
15
Properties=species:S:1:pos:R:3
C -0.03 0.78 -1.85
C 1.17 1.30 0.02
C 1.20 -1.28 -0.94
C -0.68 -0.39 1.65
C -1.01 0.22 0.30
N -0.15 0.84 -2.97
N 2.13 1.72 0.47
N 0.16 0.67 -0.53
O 0.50 -2.04 -1.34
H 2.16 -0.80 -0.81
H -1.58 -0.84 2.15
H -0.04 -1.22 1.61
H -0.44 0.50 2.22
H -1.81 1.02 0.36
H -1.56 -0.47 -0.34
```

Calculated values
LUMO energy ... -6.7707 eV
Gap between HOMO and LUMO ... 0.3266 hartree
Charge ... +1
E_HOMO ... -0.5754 Eh

---

ii:
Here is a gas-phase ion, C5H6N3O (charge +1) from the OMol25 dataset. Energies are from ωB97M-V/def2-TZVPD.

Structure (XYZ):
```
15
Properties=species:S:1:pos:R:3
C -2.76 0.04 0.35
C -1.72 0.11 -0.43
O -0.74 1.08 -0.02
N 0.54 0.70 0.06
C 1.64 1.43 0.38
N 2.88 1.00 0.25
C 3.08 -0.17 -0.32
C 1.95 -0.95 -0.67
N 0.71 -0.49 -0.47
H -3.45 -0.72 -0.02
H -2.75 0.58 1.29
H -1.33 -0.36 -1.25
H 1.37 2.53 0.74
H 4.04 -0.52 -0.57
H 2.21 -1.92 -1.12
```

Calculated values
LUMO energy ... -5.7913 eV
Gap between HOMO and LUMO ... 0.3153 hartree
SMILES ... C=CO[n+]1cnccn1
Charge ... +1
E_HOMO ... -0.5282 Eh

---

Name the least stable of them. i.

---

i:
Here is a molecular structure, C8H15N from the OMol25 dataset. Energies are from ωB97M-V/def2-TZVPD.

Structure (XYZ):
```
24
Properties=species:S:1:pos:R:3
C -0.52 -0.41 1.86
C 2.28 1.10 -0.60
C 0.45 -0.54 0.71
C 1.01 1.14 0.16
C 0.45 2.24 0.67
N 1.40 -1.40 0.62
H 1.41 -2.03 1.41
H -1.30 0.32 1.69
H -0.99 -1.39 2.02
H 0.03 -0.14 2.76
H 2.83 0.17 -0.43
H 2.09 1.15 -1.68
H 2.94 1.93 -0.33
H 0.90 3.22 0.50
H -0.46 2.24 1.25
C -2.30 -0.21 -0.93
C -0.94 -0.81 -0.96
C -0.54 -1.87 -1.65
H -0.02 0.10 -0.50
H -2.88 -0.60 -0.09
H -2.25 0.88 -0.81
H -2.86 -0.42 -1.85
H 0.49 -2.21 -1.54
H -1.21 -2.45 -2.27
```

Calculated values
LUMO energy ... 0.9221 eV
Gap between HOMO and LUMO ... 0.3265 hartree
E_HOMO ... -0.2926 Eh

---

ii:
Here is a molecular structure, C8H15N from the OMol25 dataset. Energies are from ωB97M-V/def2-TZVPD.

Structure (XYZ):
```
24
Properties=species:S:1:pos:R:3
C 0.73 0.99 -0.19
C -0.67 0.55 2.14
C 2.00 0.65 0.56
C 0.86 0.65 -1.66
C -0.69 -2.24 -0.76
C -1.63 0.34 -0.17
C -0.53 0.04 0.71
C -0.74 -1.36 0.46
N -2.37 0.85 -0.99
H 0.43 2.03 -0.05
H -2.04 1.45 -1.75
H -0.93 -1.91 1.37
H -1.63 0.26 2.56
H -0.59 1.63 2.18
H 0.12 0.10 2.74
H 1.07 -0.41 -1.79
H 2.86 1.12 0.08
H 1.99 1.01 1.59
H 2.14 -0.44 0.56
H 0.00 0.96 -2.26
H 1.71 1.20 -2.09
H 0.09 -3.00 -0.67
H -1.64 -2.77 -0.88
H -0.55 -1.69 -1.69
```

Calculated values
LUMO energy (alpha / beta) ... 0.6462 / 0.4605 eV
Gap between HOMO and LUMO (alpha / beta) ... 0.2598 / 0.2364 hartree
E_HOMO (alpha / beta) ... -0.2361 / -0.2194 Eh

---

Name the least stable of them. i.

---

i:
Here is 17 unconnected molecules or ions with the total composition H34O17 from the OMol25 dataset. Energies are from ωB97M-V/def2-TZVPD.

Structure (XYZ):
```
51
Properties=species:S:1:pos:R:3
O -1.76 -2.28 1.13
H -1.06 -2.86 1.47
H -2.02 -1.69 1.84
O 3.35 -2.10 2.38
H 3.91 -2.86 2.15
H 4.06 -1.46 2.28
O -4.36 -1.89 -0.75
H -5.25 -2.05 -1.08
H -3.97 -2.65 -0.32
O 0.02 -1.76 4.11
H 0.68 -1.79 3.38
H -0.34 -0.86 4.08
O 0.37 2.06 -2.03
H -0.45 2.16 -1.53
H 0.58 2.82 -2.57
O -4.06 -1.07 1.89
H -3.63 -0.27 1.58
H -5.01 -0.91 1.94
O -0.93 5.17 1.73
H -1.82 5.42 1.42
H -0.79 4.80 0.82
O 1.60 -2.97 0.51
H 2.45 -3.40 0.96
H 1.80 -2.13 0.95
O -0.41 2.33 2.96
H -0.29 2.18 2.03
H 0.39 2.77 3.28
O 4.09 -3.17 0.14
H 3.71 -3.44 -0.74
H 3.91 -2.21 0.03
O 2.10 0.25 0.43
H 1.12 0.25 0.33
H 2.29 -0.16 1.29
O -0.18 -5.00 -2.34
H 0.17 -4.22 -2.80
H 0.58 -5.48 -2.02
O -2.17 3.14 -0.70
H -3.12 3.19 -0.82
H -1.92 2.71 0.12
O 2.30 4.12 -3.88
H 2.45 3.69 -3.02
H 2.12 3.47 -4.56
O -0.84 5.23 -1.39
H -0.11 5.20 -2.03
H -1.64 5.01 -1.87
O -0.65 -0.77 -1.55
H -1.20 -0.54 -2.29
H -0.50 -1.73 -1.54
O 1.66 -1.64 -2.03
H 1.54 -1.81 -1.08
H 1.24 -0.80 -2.27
```

Calculated values
LUMO energy ... -0.2775 eV
Gap between HOMO and LUMO ... 0.3711 hartree
E_HOMO ... -0.3813 Eh

---

ii:
Here is 17 unconnected molecules or ions with the total composition H34O17 from the OMol25 dataset. Energies are from ωB97M-V/def2-TZVPD.

Structure (XYZ):
```
51
Properties=species:S:1:pos:R:3
O -2.91 0.49 1.47
H -2.96 0.44 0.54
H -2.21 -0.08 1.76
O -0.48 -3.27 2.19
H -0.75 -2.57 1.56
H 0.40 -3.07 2.45
O -0.98 2.37 0.46
H -0.80 1.44 0.33
H -1.12 2.75 -0.42
O 2.58 -0.51 -1.39
H 2.81 -0.81 -2.26
H 2.40 -1.28 -0.87
O -0.94 -3.01 -1.11
H -1.10 -3.75 -1.74
H -0.66 -2.27 -1.68
O 1.67 2.83 1.35
H 1.76 2.35 2.19
H 0.78 2.69 1.10
O -0.94 1.79 -2.26
H -1.59 2.06 -2.91
H -0.08 1.86 -2.69
O 0.13 -1.21 -2.72
H 0.44 -1.94 -3.29
H -0.44 -0.65 -3.23
O -2.81 -2.36 0.54
H -2.13 -2.43 -0.13
H -3.64 -2.28 0.05
O 3.90 0.43 1.28
H 2.96 0.35 1.36
H 4.08 -0.42 0.88
O 1.44 -0.36 1.89
H 1.74 -1.20 2.21
H 1.71 0.12 2.65
O -0.47 1.80 2.97
H -0.55 0.85 3.09
H -0.83 1.90 2.05
O 1.38 1.15 -3.78
H 1.34 0.27 -3.46
H 1.03 1.14 -4.67
O -3.08 0.48 -1.30
H -3.55 1.38 -1.28
H -2.19 0.61 -1.61
O -0.34 -0.17 -0.03
H 0.28 -0.21 0.73
H 0.17 -0.21 -0.86
O 2.89 2.13 -0.83
H 2.62 1.22 -0.97
H 2.61 2.44 0.03
O -0.95 -0.87 3.29
H -1.58 -0.64 3.95
H -0.98 -1.79 3.14
```

Calculated values
LUMO energy ... -1.0796 eV
Gap between HOMO and LUMO ... 0.2989 hartree
E_HOMO ... -0.3385 Eh

---

Name the least stable of them. i.

---

i:
Here is 2 unconnected molecules or ions with the total composition C2H5PS from the OMol25 dataset. Energies are from ωB97M-V/def2-TZVPD.

Structure (XYZ):
```
9
Properties=species:S:1:pos:R:3
C 1.60 0.13 -0.21
C 0.13 0.22 -0.04
P -0.80 -1.09 -0.78
S 1.01 -0.03 1.45
H 1.89 -0.89 -0.68
H 2.24 1.10 -0.34
H -0.64 1.57 -0.17
H -1.15 -0.29 -1.94
H -1.85 -0.75 -0.09
```

Calculated values
LUMO energy ... 0.5634 eV
Gap between HOMO and LUMO ... 0.3451 hartree
E_HOMO ... -0.3244 Eh

---

ii:
Here is C2H5PS in the gas phase from the OMol25 dataset. Energies are from ωB97M-V/def2-TZVPD.

Structure (XYZ):
```
9
Properties=species:S:1:pos:R:3
H -3.20 0.31 1.00
P -2.29 1.38 0.85
C -1.02 0.39 0.42
S 0.73 1.06 0.08
C 1.57 -0.42 -0.57
H -1.02 -0.68 0.32
H 2.53 -0.06 -0.92
H 1.00 -0.83 -1.40
H 1.70 -1.15 0.22
```

Calculated values
LUMO energy ... 0.2171 eV
Gap between HOMO and LUMO ... 0.3169 hartree
SMILES ... [H]/P=C/SC
E_HOMO ... -0.3089 Eh

---

Name the least stable of them. i.

---

i:
Here is C20H21N3O5 in the gas phase from the OMol25 dataset. Energies are from ωB97M-V/def2-TZVPD.

Structure (XYZ):
```
49
Properties=species:S:1:pos:R:3
C -8.51 -0.68 -0.42
O -7.35 -1.47 -0.59
C -6.14 -0.88 -0.46
C -5.93 0.47 -0.16
C -4.64 0.96 -0.05
C -3.54 0.13 -0.24
C -2.21 0.66 -0.13
N -1.11 -0.04 -0.29
O -0.09 0.84 -0.10
C -0.65 2.02 0.17
C 0.19 3.22 0.45
C 1.36 2.90 1.39
C 2.42 2.10 0.63
O 3.09 2.62 -0.24
N 2.53 0.81 1.03
C 3.32 -0.21 0.49
C 4.29 0.01 -0.47
C 5.04 -1.06 -0.96
O 6.01 -0.94 -1.91
C 6.28 0.34 -2.43
C 4.79 -2.34 -0.48
C 3.82 -2.56 0.48
C 3.08 -1.51 0.98
O 2.09 -1.61 1.94
C 1.72 -2.90 2.36
N -1.94 1.97 0.17
C -3.75 -1.22 -0.54
C -5.03 -1.71 -0.65
H -9.35 -1.36 -0.57
H -8.56 0.13 -1.15
H -8.56 -0.26 0.59
H -6.76 1.14 -0.01
H -4.47 2.00 0.18
H 0.60 3.59 -0.50
H -0.46 3.98 0.87
H 1.81 3.84 1.70
H 1.01 2.36 2.27
H 1.87 0.46 1.71
H 4.44 1.02 -0.82
H 5.40 0.76 -2.93
H 6.63 1.03 -1.66
H 7.07 0.19 -3.17
H 5.38 -3.16 -0.87
H 3.66 -3.57 0.83
H 1.38 -3.51 1.52
H 2.54 -3.41 2.87
H 0.89 -2.75 3.05
H -2.90 -1.86 -0.69
H -5.21 -2.75 -0.88
```

Calculated values
LUMO energy ... 0.6879 eV
Gap between HOMO and LUMO ... 0.3074 hartree
SMILES ... COc1ccc(-c2noc(CCC(=O)Nc3cc(OC)ccc3OC)n2)cc1
E_HOMO ... -0.2822 Eh

---

ii:
Here is C20H21N3O5 in the gas phase from the OMol25 dataset. Energies are from ωB97M-V/def2-TZVPD.

Structure (XYZ):
```
49
Properties=species:S:1:pos:R:3
C 5.72 -0.83 -2.78
C 4.90 0.45 -2.71
C 3.57 0.29 -3.45
C 2.70 1.54 -3.32
N 2.45 1.83 -1.92
C 1.31 1.40 -1.32
C 0.10 1.48 -2.07
C -1.08 0.96 -1.63
C -1.18 0.31 -0.40
C -2.49 -0.29 -0.02
O -3.30 -0.61 -0.87
N -2.69 -0.40 1.32
C -3.80 -0.91 2.00
C -4.89 -1.48 1.35
C -5.98 -1.99 2.06
C -5.94 -1.90 3.42
C -4.85 -1.33 4.09
C -3.77 -0.83 3.40
O -5.06 -1.37 5.44
C -6.32 -1.99 5.61
O -6.86 -2.32 4.35
C -0.04 0.25 0.38
C 1.17 0.82 -0.04
N 2.18 0.75 0.99
O 2.69 1.79 1.36
O 2.39 -0.34 1.48
C 3.71 2.09 -1.25
C 4.62 0.86 -1.27
H 6.67 -0.70 -2.26
H 5.19 -1.65 -2.31
H 5.93 -1.10 -3.81
H 5.47 1.26 -3.19
H 3.75 0.09 -4.51
H 3.03 -0.56 -3.03
H 1.77 1.38 -3.86
H 3.21 2.40 -3.76
H 0.12 2.00 -3.01
H -1.97 1.04 -2.23
H -1.98 -0.03 1.93
H -4.89 -1.53 0.27
H -6.82 -2.43 1.55
H -2.94 -0.40 3.93
H -6.20 -2.91 6.21
H -7.00 -1.30 6.14
H -0.03 -0.25 1.34
H 3.55 2.46 -0.24
H 4.20 2.89 -1.82
H 4.13 0.03 -0.75
H 5.55 1.08 -0.74
```

Calculated values
LUMO energy ... -0.1904 eV
Gap between HOMO and LUMO ... 0.2779 hartree
SMILES ... CC1CCN(c2ccc(C(=O)Nc3ccc4c(c3)OCO4)cc2[N+](=O)[O-])CC1
E_HOMO ... -0.2849 Eh

---

Name the least stable of them. ii.

---

i:
Here is 2 unconnected molecules or ions with the total composition C6H8S from the OMol25 dataset. Energies are from ωB97M-V/def2-TZVPD.

Structure (XYZ):
```
15
Properties=species:S:1:pos:R:3
C 2.07 -0.06 -0.04
C 0.62 -0.36 -0.09
C 0.27 -1.59 -0.06
C -1.68 -0.02 0.27
C -1.70 1.48 0.05
C -0.60 0.50 -0.32
H 2.55 0.00 1.41
H 2.39 1.07 -0.63
H 2.64 -1.06 -0.38
H 1.02 -2.31 0.47
H -1.46 -0.05 1.35
H -2.04 1.77 -1.13
H -1.94 2.23 0.67
H -0.63 0.28 -1.48
S -1.51 -1.87 -0.11
```

Calculated values
LUMO energy ... 0.7684 eV
Gap between HOMO and LUMO ... 0.3312 hartree
E_HOMO ... -0.3030 Eh

---

ii:
Here is 2 unconnected molecules or ions with the total composition C6H8S from the OMol25 dataset. Energies are from ωB97M-V/def2-TZVPD.

Structure (XYZ):
```
15
Properties=species:S:1:pos:R:3
C 1.11 1.45 -0.65
C 1.08 1.38 0.80
C 0.46 0.38 -1.16
C 0.58 0.21 1.24
C 0.22 -0.52 0.01
C -0.20 -1.92 -0.02
S -2.38 0.48 0.19
H 1.54 2.28 -1.27
H 1.33 2.31 1.28
H 0.49 0.03 -2.15
H 0.19 -0.10 2.19
H -0.41 -2.37 -1.02
H -1.08 -2.07 0.69
H 0.48 -2.57 0.44
H -3.40 1.04 -0.59
```

Calculated values
LUMO energy (alpha / beta) ... -2.3100 / -2.3110 eV
Gap between HOMO and LUMO (alpha / beta) ... 0.2096 / 0.2094 hartree
E_HOMO (alpha / beta) ... -0.2945 / -0.2943 Eh

---

Name the least stable of them. i.